Entry 1:
C23H23BrClN2O2PtS2 | ωB97M-V/def2-TZVPD

Geometry as XYZ:
```
55
Properties=species:S:1:pos:R:3:forces:R:3:mulliken_spin:R:1
Pt 0.850785 -0.029116 -0.181998 -0.5051 -0.1002 0.2804 1.04
Br 3.357855 -1.790243 -2.860153 -0.0705 -0.0915 0.0109 0.01
Cl -4.267134 1.721120 -3.262234 0.0079 0.0523 0.0571 0.01
S -1.543648 -0.481503 -0.146619 0.1109 0.1363 -0.1924 0.62
S 0.495576 0.186028 2.218961 0.3868 0.0105 -0.0833 0.63
O 1.067556 2.161071 -0.220812 0.1948 -0.0060 -0.1606 0.07
O 2.666448 3.732298 -0.144936 -0.0183 0.1167 0.0188 0.01
N 2.959947 0.466263 -1.328682 0.1438 0.1343 -0.0692 0.02
N 1.212856 -2.117292 -0.283999 0.0721 -0.0865 -0.0682 0.25
C 5.198443 -0.352320 -1.261125 -0.0748 -0.0012 -0.0532 0.00
C -0.359807 -2.641973 -2.184503 0.0739 -0.0126 -0.0636 0.04
C -1.200587 -1.152726 3.876372 0.0390 0.0120 -0.0218 -0.01
C -4.228775 4.457636 0.328481 0.0378 -0.0353 -0.0389 -0.10
C 2.271125 2.584187 -0.299147 -0.1072 -0.0877 0.0875 0.01
C -1.760492 -1.058075 1.414432 0.0448 0.0133 0.5224 0.13
C -5.419467 4.187977 -0.347451 0.0068 -0.0099 0.0035 0.22
C -0.887935 -0.734735 2.459493 -0.4513 -0.2550 -0.1145 0.15
C 1.133343 -4.282330 -0.871144 0.1945 -0.1353 0.1347 0.00
C -2.977400 -1.915010 1.652885 0.0018 0.0413 -0.0400 -0.02
C 4.645604 1.715396 -0.188956 -0.0474 0.0046 -0.0314 -0.01
C 0.626239 -3.028797 -1.124246 -0.1316 0.2121 0.0293 -0.02
C 3.877170 -0.411238 -1.682808 0.1741 0.0163 0.1039 0.03
C -4.222692 2.779885 -1.877735 -0.0606 -0.0327 -0.0733 0.20
C 5.573852 0.731128 -0.485860 0.0957 -0.0216 0.0304 0.02
C -1.760761 2.491427 -1.620925 -0.0953 0.0881 -0.0911 0.45
C -2.989712 3.034530 -1.228199 0.2153 -0.0898 -0.0185 -0.01
C 2.999426 -2.120725 1.499738 -0.0175 0.0346 -0.0193 0.03
C -3.048273 3.894527 -0.100146 -0.0533 0.0640 0.0756 0.18
C 2.093009 -4.133600 0.167428 -0.0746 -0.1548 -0.1722 0.00
C 3.341886 1.536602 -0.615373 -0.0459 0.0287 -0.0262 0.00
C -5.406855 3.343735 -1.452907 -0.0039 -0.0041 0.0054 -0.10
C 2.119472 -2.796524 0.492839 -0.0344 0.1936 0.0017 -0.01
H -0.481351 -0.711565 4.563360 0.0053 -0.0098 0.0025 -0.01
H 6.593240 0.810991 -0.128266 -0.0011 -0.0002 -0.0165 0.00
H -4.231088 5.109266 1.192845 -0.0028 -0.0019 0.0056 -0.01
H -0.860692 2.711859 -1.063129 -0.0016 -0.0148 0.0049 0.12
H -0.169426 -3.207685 -3.099829 -0.0018 -0.0339 0.0077 0.00
H -1.396387 -2.819415 -1.888940 0.0078 0.0116 0.0075 -0.01
H 3.158794 -1.069294 1.248390 0.0214 0.0041 -0.0308 -0.01
H -2.203181 -0.843625 4.179957 0.0102 0.0180 -0.0023 0.01
H -1.144213 -2.239930 3.977064 0.0019 0.0025 -0.0039 0.01
H 5.893506 -1.127474 -1.547286 0.0115 0.0080 0.0040 0.00
H -0.274000 -1.581637 -2.430943 0.0351 -0.0310 -0.0242 -0.02
H 2.583934 -2.138875 2.510757 -0.0386 0.0139 -0.0014 0.00
H -6.319627 3.118249 -1.987853 -0.0040 -0.0020 0.0069 0.00
H -6.352421 4.623700 -0.015075 -0.0023 0.0057 -0.0066 0.02
H 4.890109 2.611355 0.361856 0.0077 -0.0048 0.0100 0.00
H -3.302001 -1.912354 2.692254 -0.0062 0.0135 -0.0095 0.00
H 3.976510 -2.608310 1.529896 -0.0049 -0.0147 0.0194 0.00
H -3.804365 -1.583549 1.024723 0.0087 -0.0038 -0.0135 0.01
H -2.747818 -2.946680 1.372643 -0.0060 -0.0099 0.0187 0.01
H 0.867488 -5.189315 -1.395947 0.0065 0.0102 0.0033 0.00
H -2.120120 4.093101 0.421375 -0.0021 -0.0003 0.0024 0.01
H -1.682961 1.827444 -2.468758 -0.0504 -0.0024 0.0025 0.00
H 2.708991 -4.903840 0.610247 -0.0029 0.0075 -0.0105 0.00
```
Positions in Å, forces in eV/Å.

As for the spin multiplicity: 5. Its molar mass is 734.02 g mol⁻¹. The calculation puts the energy at -5100.14836 Eh. The value obtained for the HOMO energy (alpha / beta) is -3.6587 / -4.0770 eV. Its net charge is -1.

Entry 2:
C23H23BrF10GaO26S2 | ωB97M-V/def2-TZVPD

Geometry as XYZ:
```
86
Properties=species:S:1:pos:R:3:forces:R:3:lowdin_charge:R:1
Br -1.514154 1.691767 0.672037 -0.5599 -1.2173 7.0326 0.65
Ga -1.276293 1.890990 3.122573 1.5663 -0.5752 -2.3847 0.16
S -2.723323 0.382488 4.068638 -2.2702 -4.3786 5.4566 0.74
S -1.944513 4.012205 3.862675 -1.0564 4.4363 -3.1757 0.74
F -4.241891 0.421849 3.201529 2.3306 -0.0512 1.1925 -0.33
F 4.438139 -0.960794 -1.813189 0.2201 -0.0430 -0.3091 0.08
F -0.001392 3.990578 -5.163129 0.2041 0.4337 -0.4014 0.07
F -6.521836 -1.994207 4.104066 -0.2250 0.0596 0.1361 0.09
F -4.178087 -8.298942 1.422203 -0.0355 -0.3131 -0.0253 0.08
F 2.245480 1.173600 5.684859 -3.0144 -0.9800 -2.1940 -0.08
F 0.506972 2.077786 -8.322196 -0.2877 -0.0747 0.0890 0.08
F -2.293123 3.957092 5.549842 0.5381 0.4606 -2.2754 -0.32
F 6.261582 3.972790 -9.630256 -0.0802 0.0355 -0.4000 0.08
F -4.893028 -2.221437 8.519263 -0.4930 -0.1827 0.0243 0.07
O 2.454853 0.448621 0.583169 -0.5789 -0.2623 -0.6082 0.06
O 7.257345 5.385905 -8.206646 0.6608 -0.2967 0.4027 0.14
O -1.707842 -0.990934 8.572735 0.1405 -0.9458 1.1415 0.09
O -0.716004 4.930230 3.579591 -4.0288 -3.0821 1.7474 -0.44
O 8.160339 3.869985 -6.793610 0.0686 1.2480 -0.0800 0.08
O -3.093549 0.839668 5.526134 1.0784 -1.2037 -5.3729 -0.44
O -2.985686 -2.507807 9.657305 0.4467 0.5181 0.1325 0.13
O -0.535570 3.684380 -3.009992 0.3523 -0.7134 -0.0099 0.15
O -2.255173 -1.093197 4.038626 -1.7938 4.9224 -0.5700 -0.42
O -1.457999 2.683584 -1.177721 0.7666 2.1666 -7.4790 -0.25
O -4.370944 -4.641456 4.271821 -1.0565 -0.9859 -0.3001 0.07
O -1.687116 -6.033084 0.853554 -0.0711 -0.3635 -1.2137 0.08
O 2.414314 1.791417 -7.184154 0.7894 0.5961 0.0962 0.14
O 4.646721 1.916230 -6.725392 -2.2097 0.8321 -1.4049 0.14
O 8.269130 6.097996 -6.288600 -0.8835 -2.1683 -1.7822 0.14
O -5.748641 -6.336455 3.593711 0.4662 2.5321 0.5542 0.13
O -0.753279 -2.382994 10.116068 -2.2846 0.7919 -1.3708 0.13
O 3.692158 3.308290 -8.268725 0.1737 -0.8339 1.0056 0.07
O -1.648469 -6.027168 -1.433228 -1.0521 -1.0531 2.4663 0.14
O -1.128189 1.505184 -3.109948 0.1773 0.7588 0.6445 0.09
O 2.262108 -0.663766 -1.375281 0.0926 0.7197 0.3238 0.14
O 0.390507 -0.207140 -0.151237 3.7579 -0.3297 -0.5600 0.05
O -3.005193 -7.466613 -0.294378 0.8034 0.3202 0.1195 0.14
O -6.558708 -4.222752 3.886518 0.6423 -0.7644 0.3167 0.14
O -3.232554 4.441936 3.077227 4.4493 -1.5708 3.5882 -0.43
O 0.417939 -0.372231 5.289266 4.7406 7.8559 -2.7967 -0.01
C 7.491028 3.154147 -7.812211 -0.0953 -1.3114 0.1031 -0.07
C 3.539796 -0.069672 -1.337224 0.2417 -0.5307 -0.5054 -0.34
C -3.000228 -0.941922 8.002396 -0.2562 0.9626 -0.8846 -0.08
C -2.508375 -6.698260 1.792183 0.1078 0.4218 1.2578 -0.07
C -4.563900 -3.246661 4.395359 1.0433 0.9525 0.2525 -0.08
C -1.732540 -1.996354 9.500094 2.8994 -0.5487 0.9688 -0.50
C -5.575207 -5.165827 3.889381 -0.0819 -2.6200 -0.7110 -0.51
C -2.940086 -7.911477 1.041563 -0.8274 -0.4216 0.1791 -0.33
C -1.075185 2.631076 -2.334685 -1.3752 -0.1881 2.6563 -0.48
C -2.079674 -6.470399 -0.381811 1.2568 1.5975 -2.4852 -0.50
C 0.091049 3.115201 -4.137053 0.0274 0.4692 0.0805 -0.33
C -0.718921 1.893200 -4.406054 -0.1104 -1.0192 -0.7128 -0.07
C 1.056729 0.719499 4.869542 -2.5932 -5.2568 1.9213 -0.23
C 0.722264 1.613353 3.539123 2.0233 0.4892 1.8215 -0.16
C 3.762170 0.185861 0.114310 0.8644 0.4614 0.8577 -0.07
C 1.599562 -0.148789 -0.301733 -3.9167 -0.2940 0.8584 -0.50
C 2.399772 3.357302 -8.839064 -0.1327 0.8433 -1.0070 -0.07
C -6.033125 -3.142511 4.623895 -0.4107 0.8747 -0.1179 -0.33
C 7.922260 5.195761 -7.032590 0.9581 2.0687 2.3849 -0.50
C 1.554934 2.737052 -7.779235 -0.8232 -0.1913 -0.0595 -0.33
C 3.667460 2.302870 -7.341366 2.4147 -0.7742 1.1352 -0.49
C -3.845066 -1.562171 9.062225 -0.3570 -0.2413 -0.0899 -0.33
C 7.383693 4.165981 -8.901416 -0.4518 0.0487 -0.4972 -0.33
H -6.331627 -3.233459 5.673726 -0.1112 0.1296 -0.1141 0.17
H 1.143876 2.915109 -3.911136 -0.0195 0.1668 -0.1485 0.18
H -3.006298 -1.512671 7.067731 -0.1391 0.0420 0.1500 0.13
H -1.602701 2.097354 -5.019766 0.1711 0.2308 0.0131 0.15
H 8.065824 2.275179 -8.116216 0.0628 0.1972 0.1790 0.15
H -3.346622 -6.048661 2.065590 -0.0531 -0.3118 -0.0631 0.14
H -3.294438 0.088621 7.786033 0.2743 -0.2198 -0.0476 0.13
H 6.514299 2.824578 -7.442383 0.0630 0.1515 -0.2497 0.12
H 1.183085 2.692843 3.748528 -0.9209 -2.3244 -0.4785 0.09
H 4.168241 -0.684633 0.640366 -0.0084 -0.0299 -0.2947 0.15
H 1.199500 3.441090 -7.019290 -0.1055 -0.1827 -0.1291 0.16
H -4.200500 -0.858133 9.822170 -0.1590 -0.1730 -0.0585 0.18
H -2.245968 -8.755456 1.115174 -0.1923 -0.0505 -0.0103 0.17
H -1.947488 -6.946785 2.697187 0.0304 0.1573 -0.2215 0.15
H 4.420865 1.040636 0.290015 -0.2552 -0.0493 0.0653 0.15
H 8.255596 4.207591 -9.562909 -0.1968 0.0533 -0.1109 0.17
H -0.133875 1.103587 -4.885246 -0.1182 -0.0063 0.2295 0.15
H -3.983594 -2.842962 5.229424 0.0014 -0.2135 -0.2344 0.13
H 3.544855 0.832776 -1.957773 0.1266 -0.1552 -0.0802 0.17
H 1.276963 1.170849 2.604373 -1.1965 0.6087 1.9420 0.07
H 2.105562 4.387845 -9.055427 0.2342 -0.1265 0.1151 0.15
H 2.393702 2.786552 -9.773728 -0.1731 -0.0859 0.1964 0.15
H -4.242697 -2.752702 3.472200 -0.2047 0.1007 0.1881 0.14
```
Positions in Å, forces in eV/Å.

Its molar mass is 1119.15 g mol⁻¹. The calculation puts the energy at -9140.36272 Eh. The value obtained for the HOMO energy is -6.2423 eV. Its net charge is -1.